This record from OMol25 describes 10 unconnected molecules or ions with the total composition C39H77Br2F7N11O11 in a non-equilibrium geometry. The level of theory is ωB97M-V/def2-TZVPD.

Each atom is followed by the atoms it is bonded to, with distances in Å.
Atoms and positions in Å:
1 C -1.930 -0.581 0.354  C2 1.534, H26 1.076, H27 1.073, H28 1.068
2 C -0.896 -1.494 -0.317  C1 1.534, Br3 1.935, C4 1.538, H29 1.072
3 Br 0.843 -0.771 0.130  C2 1.935
4 C -1.147 -2.923 0.191  C2 1.538, Br5 1.951, C6 1.557, H30 1.066
5 Br -0.738 -2.963 2.099  C4 1.951
6 C -0.620 -4.191 -0.544  C4 1.557, C7 1.517, C25 1.526, H31 1.070
7 C -0.001 -4.043 -1.921  C6 1.517, C8 1.507, H32 1.074, H33 1.070
8 C 1.462 -3.690 -2.008  C7 1.507, N9 1.528, H34 1.065, H35 1.071
9 N 2.395 -4.117 -0.876  C8 1.528, N10 1.466, C17 1.483, H36 1.023
10 N 3.401 -3.057 -0.753  N9 1.466, C11 1.412, C14 1.434
11 C 4.311 -2.997 -1.830  N10 1.412, O12 1.197, F13 1.313
12 O 5.018 -2.050 -2.028  C11 1.197
13 F 4.289 -4.089 -2.559  C11 1.313
14 C 4.071 -2.867 0.500  N10 1.434, O15 1.199, F16 1.311
15 O 3.628 -2.340 1.481  C14 1.199
16 F 5.299 -3.320 0.418  C14 1.311
17 C 1.765 -4.554 0.393  N9 1.483, C18 1.503, C25 1.516, H37 1.074
18 C 2.589 -5.656 1.000  C17 1.503, F19 1.342, F20 1.346, C21 1.560
19 F 2.508 -6.766 0.250  C18 1.342
20 F 3.893 -5.320 0.998  C18 1.346
21 C 2.167 -6.028 2.454  C18 1.560, F22 1.319, F23 1.329, F24 1.319
22 F 3.237 -6.367 3.146  C21 1.319
23 F 1.588 -4.974 3.021  C21 1.329
24 F 1.323 -7.042 2.454  C21 1.319
25 C 0.352 -5.078 0.228  C6 1.526, C17 1.516, H38 1.071, H39 1.074
26 H -2.757 -1.144 0.750  C1 1.076
27 H -2.305 0.150 -0.337  C1 1.073
28 H -1.485 -0.082 1.186  C1 1.068
29 H -1.043 -1.383 -1.373  C2 1.072
30 H -2.210 -2.997 0.168  C4 1.066
31 H -1.474 -4.813 -0.711  C6 1.070
32 H -0.151 -4.988 -2.408  C7 1.074
33 H -0.534 -3.341 -2.529  C7 1.070
34 H 1.564 -2.639 -2.144  C8 1.065
35 H 1.870 -4.122 -2.899  C8 1.071
36 H 2.896 -4.934 -1.233  N9 1.023
37 H 1.667 -3.771 1.122  C17 1.074
38 H -0.060 -5.288 1.194  C25 1.071
39 H 0.360 -6.007 -0.309  C25 1.074
40 C 0.736 0.666 -3.620  O41 1.239, N42 1.318, H45 1.099
41 O 1.195 -0.292 -2.983  C40 1.239
42 N 1.161 1.046 -4.808  C40 1.318, C43 1.454, C44 1.452
43 C 0.594 2.201 -5.485  N42 1.454, H46 1.092, H47 1.087, H48 1.089
44 C 2.232 0.307 -5.453  N42 1.452, H49 1.093, H50 1.089, H51 1.084
45 H -0.063 1.302 -3.213  C40 1.099
46 H 0.171 1.895 -6.444  C43 1.092
47 H 1.381 2.933 -5.650  C43 1.087
48 H -0.190 2.647 -4.876  C43 1.089
49 H 1.931 -0.733 -5.603  C44 1.093
50 H 3.126 0.322 -4.830  C44 1.089
51 H 2.458 0.763 -6.410  C44 1.084
52 C 4.148 3.862 -4.167  O53 1.222, N54 1.335, H57 1.101
53 O 3.306 3.321 -4.868  C52 1.222
54 N 4.395 3.532 -2.897  C52 1.335, C55 1.454, C56 1.455
55 C 5.411 4.203 -2.103  N54 1.454, H58 1.091, H59 1.090, H60 1.087
56 C 3.614 2.465 -2.291  N54 1.455, H61 1.090, H62 1.091, H63 1.086
57 H 4.779 4.685 -4.536  C52 1.101
58 H 6.163 3.488 -1.767  C55 1.091
59 H 4.957 4.672 -1.230  C55 1.090
60 H 5.899 4.971 -2.699  C55 1.087
61 H 3.749 1.536 -2.844  C56 1.090
62 H 2.554 2.720 -2.307  C56 1.091
63 H 3.936 2.322 -1.264  C56 1.086
64 C -0.928 -3.847 6.304  O65 1.213, N66 1.342, H69 1.105
65 O -1.809 -3.126 6.724  C64 1.213
66 N 0.233 -4.093 6.930  C64 1.342, C67 1.447, C68 1.457
67 C 1.236 -4.940 6.321  N66 1.447, H70 1.092, H71 1.092, H72 1.085
68 C 0.477 -3.492 8.235  N66 1.457, H73 1.090, H74 1.089, H75 1.086
69 H -1.013 -4.373 5.336  C64 1.105
70 H 1.444 -5.811 6.944  C67 1.092
71 H 2.163 -4.380 6.176  C67 1.092
72 H 0.870 -5.272 5.354  C67 1.085
73 H -0.283 -3.812 8.948  C68 1.090
74 H 0.433 -2.406 8.162  C68 1.089
75 H 1.457 -3.793 8.593  C68 1.086
76 C -2.823 4.437 -3.493  O77 1.227, N78 1.328, H81 1.102
77 O -1.922 4.057 -2.752  C76 1.227
78 N -2.737 5.454 -4.342  C76 1.328, C79 1.457, C80 1.451
79 C -3.845 5.859 -5.196  N78 1.457, H82 1.095, H83 1.092, H84 1.088
80 C -1.490 6.194 -4.412  N78 1.451, H85 1.091, H86 1.090, H87 1.085
81 H -3.809 3.944 -3.508  C76 1.102
82 H -3.560 5.797 -6.251  C79 1.095
83 H -4.126 6.886 -4.956  C79 1.092
84 H -4.701 5.212 -5.017  C79 1.088
85 H -0.671 5.532 -4.697  C80 1.091
86 H -1.256 6.623 -3.437  C80 1.090
87 H -1.586 6.988 -5.146  C80 1.085
88 C -2.427 1.080 4.087  O89 1.218, N90 1.340, H93 1.103
89 O -1.652 0.466 3.377  C88 1.218
90 N -2.361 1.132 5.424  C88 1.340, C91 1.450, C92 1.455
91 C -3.320 1.877 6.218  N90 1.450, H94 1.091, H95 1.091, H96 1.087
92 C -1.291 0.411 6.095  N90 1.455, H97 1.091, H98 1.089, H99 1.086
93 H -3.273 1.657 3.674  C88 1.103
94 H -2.811 2.649 6.798  C91 1.091
95 H -3.842 1.209 6.903  C91 1.091
96 H -4.049 2.353 5.567  C91 1.087
97 H -0.324 0.783 5.753  C92 1.091
98 H -1.360 -0.649 5.856  C92 1.089
99 H -1.374 0.544 7.169  C92 1.086
100 C -3.357 -4.773 11.109  O101 1.214, N102 1.343, H105 1.104
101 O -3.131 -3.603 11.340  C100 1.214
102 N -3.730 -5.255 9.912  C100 1.343, C103 1.448, C104 1.458
103 C -3.978 -6.664 9.694  N102 1.448, H106 1.092, H107 1.092, H108 1.087
104 C -3.886 -4.320 8.804  N102 1.458, H109 1.085, H110 1.090, H111 1.086
105 H -3.267 -5.556 11.883  C100 1.104
106 H -3.303 -7.055 8.929  C103 1.092
107 H -5.007 -6.822 9.366  C103 1.092
108 H -3.817 -7.216 10.617  C103 1.087
109 H -2.951 -3.801 8.617  C104 1.085
110 H -4.645 -3.578 9.051  C104 1.090
111 H -4.183 -4.859 7.909  C104 1.086
112 C 8.115 -0.344 0.508  O113 1.212, N114 1.344, H117 1.105
113 O 8.348 0.837 0.366  C112 1.212
114 N 8.798 -1.336 -0.090  C112 1.344, C115 1.448, C116 1.455
115 C 8.457 -2.729 0.109  N114 1.448, H118 1.091, H119 1.093, H120 1.085
116 C 9.907 -0.987 -0.966  N114 1.455, H121 1.089, H122 1.090, H123 1.086
117 H 7.294 -0.712 1.151  C112 1.105
118 H 9.300 -3.276 0.535  C115 1.091
119 H 8.189 -3.184 -0.848  C115 1.093
120 H 7.612 -2.807 0.786  C115 1.085
121 H 10.662 -0.430 -0.413  C116 1.089
122 H 9.557 -0.359 -1.785  C116 1.090
123 H 10.348 -1.895 -1.368  C116 1.086
124 C -5.252 6.749 -0.778  O125 1.215, N126 1.341, H129 1.103
125 O -4.587 6.726 -1.794  C124 1.215
126 N -4.958 6.046 0.327  C124 1.341, C127 1.449, C128 1.457
127 C -5.779 6.101 1.520  N126 1.449, H130 1.091, H131 1.092, H132 1.087
128 C -3.770 5.204 0.312  N126 1.457, H133 1.089, H134 1.090, H135 1.086
129 H -6.165 7.359 -0.678  C124 1.103
130 H -5.193 6.466 2.366  C127 1.091
131 H -6.164 5.109 1.762  C127 1.092
132 H -6.618 6.773 1.361  C127 1.087
133 H -2.883 5.806 0.120  C128 1.089
134 H -3.842 4.459 -0.480  C128 1.090
135 H -3.671 4.705 1.272  C128 1.086
136 C -3.638 5.665 -9.462  O137 1.219, N138 1.337, H141 1.102
137 O -3.570 5.620 -8.245  C136 1.219
138 N -4.768 5.509 -10.159  C136 1.337, C139 1.451, C140 1.455
139 C -4.798 5.573 -11.608  N138 1.451, H142 1.091, H143 1.091, H144 1.087
140 C -6.006 5.269 -9.431  N138 1.455, H145 1.090, H146 1.090, H147 1.086
141 H -2.755 5.843 -10.095  C136 1.102
142 H -5.455 6.379 -11.937  C139 1.091
143 H -5.164 4.631 -12.020  C139 1.091
144 H -3.798 5.758 -11.991  C139 1.087
145 H -6.210 6.098 -8.755  C140 1.090
146 H -5.921 4.360 -8.836  C140 1.090
147 H -6.825 5.167 -10.136  C140 1.086

Summary:
Orbital gap   6.6 eV
E_LUMO   -0.1177 Eh
Total charge   +1
Energy   -8809.0318 Eh
Relative energy (zero: lowest compared OMol25 entry of this formula, charge and spin)   0.000 eV
E_HOMO   -9.8 eV
Largest force on an atom   3.1 eV Å⁻¹
M   1168.9 g/mol